{"formula": "C3H8O2", "method": "wB97M-V/def2-TZVPD", "species": ["C", "O", "C", "C", "H", "H", "H", "H", "H", "H", "H", "H", "O"], "coordinates": [[-0.094, 0.393, -0.455], [1.315, 0.698, -0.356], [-0.378, -0.141, -1.829], [-1.444, 0.072, -2.586], [-0.622, 1.321, -0.219], [-0.205, -0.304, 0.373], [1.538, 1.434, -0.942], [0.536, -0.578, -2.224], [-1.499, -0.272, -3.608], [-2.312, 0.623, -2.250], [-0.108, -0.187, 4.064], [1.189, -0.764, 3.704], [0.343, -1.023, 4.114]], "forces_ev_per_a": [[1.00, 0.70, 0.23], [0.09, 0.08, -0.07], [0.28, 0.45, 0.08], [0.03, 0.04, 0.04], [-0.50, -0.24, -0.09], [-0.49, -0.27, -0.21], [-0.20, -0.17, 0.06], [-0.29, -0.44, -0.22], [0.12, -0.15, -0.06], [-0.03, 0.01, 0.26], [-0.73, 0.46, 0.17], [-0.27, -0.57, 0.25], [1.00, 0.13, -0.45]], "e_homo_ev": -10.011, "smiles": "C=CCO.O", "de_lowest_ev": 1.645}